The following is a DFT calculation (wB97M-V/def2-TZVPD) of a cluster of 11 separate species, C44H121N11O11 in total.

Positions of all 187 atoms, in Å:
C  -10.530  -4.331  6.609
O  -9.309  -3.806  6.079
C  -9.299  -3.707  4.665
C  -9.411  -4.976  3.775
C  -8.237  -5.923  3.757
N  -9.644  -4.511  2.395
H  -11.401  -3.697  6.442
H  -10.559  -4.507  7.684
H  -10.872  -5.280  6.194
H  -10.143  -3.039  4.494
H  -8.436  -3.124  4.344
H  -10.276  -5.552  4.104
H  -7.880  -6.201  4.748
H  -7.355  -5.450  3.326
H  -8.321  -6.825  3.151
H  -8.839  -4.110  1.937
H  -10.222  -3.685  2.446
C  -0.625  -1.069  1.203
O  0.447  -1.731  0.550
C  0.113  -1.957  -0.835
C  1.321  -2.475  -1.826
C  2.459  -1.427  -2.004
N  0.782  -2.860  -3.130
H  -0.567  0.019  1.234
H  -0.420  -1.335  2.241
H  -1.568  -1.536  0.919
H  -0.563  -2.807  -0.929
H  -0.307  -1.079  -1.326
H  1.757  -3.378  -1.400
H  2.109  -0.502  -2.464
H  3.274  -1.944  -2.510
H  2.887  -1.014  -1.090
H  0.395  -3.786  -3.022
H  -0.055  -2.301  -3.212
C  9.702  -2.416  -10.796
O  9.669  -1.031  -10.625
C  9.351  -0.670  -9.298
C  9.140  0.795  -9.089
C  10.490  1.472  -9.019
N  8.262  1.032  -7.941
H  10.384  -2.875  -10.081
H  10.005  -2.542  -11.835
H  8.750  -2.947  -10.769
H  8.492  -1.292  -9.047
H  10.008  -1.185  -8.597
H  8.711  1.263  -9.974
H  11.111  1.184  -8.170
H  10.469  2.552  -8.876
H  10.973  1.395  -9.993
H  8.102  1.981  -7.636
H  7.436  0.460  -8.037
C  -4.218  2.232  -5.461
O  -4.685  1.225  -4.595
C  -5.995  0.842  -4.906
C  -6.133  -0.554  -4.259
C  -7.448  -1.256  -4.662
N  -6.286  -0.337  -2.807
H  -4.614  3.212  -5.192
H  -4.395  2.089  -6.527
H  -3.135  2.276  -5.349
H  -6.792  1.490  -4.542
H  -6.178  0.890  -5.979
H  -5.272  -1.180  -4.494
H  -8.364  -0.852  -4.229
H  -7.394  -2.258  -4.236
H  -7.427  -1.428  -5.738
H  -5.574  0.336  -2.561
H  -7.110  0.238  -2.713
C  2.435  -6.023  6.903
O  3.267  -7.119  7.240
C  3.009  -7.697  8.558
C  3.895  -8.864  8.785
C  3.483  -9.590  10.103
N  5.297  -8.568  8.955
H  2.436  -5.165  7.575
H  1.463  -6.067  6.412
H  3.114  -5.486  6.240
H  3.228  -6.971  9.341
H  1.949  -7.951  8.575
H  3.871  -9.568  7.954
H  3.827  -9.189  11.056
H  4.001  -10.547  10.173
H  2.394  -9.612  10.069
H  5.373  -7.600  9.234
H  5.707  -8.552  8.032
C  9.038  5.929  5.429
O  7.607  5.649  5.626
C  7.246  4.337  5.359
C  5.790  4.127  5.667
C  4.837  4.915  4.822
N  5.496  4.473  7.068
H  9.611  5.135  5.907
H  9.194  6.941  5.802
H  9.155  6.007  4.348
H  7.441  4.265  4.289
H  7.780  3.594  5.951
H  5.497  3.082  5.568
H  3.810  4.646  5.071
H  5.039  4.537  3.820
H  4.928  5.996  4.924
H  5.972  3.893  7.744
H  6.019  5.311  7.276
C  -12.294  3.780  9.199
O  -11.572  3.421  8.044
C  -10.139  3.309  8.311
C  -9.375  3.099  6.941
C  -7.874  2.773  6.905
N  -9.640  4.185  6.062
H  -13.315  3.505  8.934
H  -12.293  4.865  9.310
H  -12.061  3.246  10.120
H  -9.693  4.095  8.919
H  -9.997  2.352  8.813
H  -9.820  2.226  6.465
H  -7.501  2.375  5.961
H  -7.662  1.963  7.602
H  -7.262  3.642  7.149
H  -9.129  4.957  6.465
H  -10.618  4.435  6.098
C  -2.416  -7.861  -4.259
O  -1.192  -8.021  -4.943
C  -1.001  -9.163  -5.804
C  0.279  -9.057  -6.657
C  1.546  -8.750  -5.968
N  0.141  -8.088  -7.771
H  -2.482  -7.055  -3.528
H  -2.774  -8.749  -3.738
H  -3.248  -7.766  -4.957
H  -0.921  -10.031  -5.149
H  -1.814  -9.294  -6.519
H  0.412  -10.003  -7.182
H  1.333  -7.887  -5.337
H  2.308  -8.493  -6.703
H  1.843  -9.558  -5.299
H  -0.776  -8.102  -8.196
H  0.225  -7.190  -7.317
C  5.254  6.638  -4.494
O  6.414  7.175  -5.232
C  6.048  7.838  -6.423
C  7.309  8.654  -6.798
C  7.721  9.735  -5.851
N  7.060  9.312  -8.063
H  5.578  6.050  -3.636
H  4.620  5.962  -5.069
H  4.535  7.414  -4.234
H  5.609  7.269  -7.243
H  5.249  8.528  -6.152
H  8.109  7.960  -7.055
H  8.130  9.426  -4.889
H  6.849  10.349  -5.626
H  8.457  10.401  -6.302
H  6.521  10.161  -7.964
H  6.425  8.718  -8.576
C  -4.508  5.144  13.057
O  -3.305  5.394  12.254
C  -3.040  4.126  11.806
C  -1.945  4.190  10.727
C  -1.570  2.781  10.055
N  -0.782  4.956  11.177
H  -5.362  4.693  12.553
H  -4.956  6.040  13.487
H  -4.494  4.400  13.853
H  -2.576  3.535  12.596
H  -3.873  3.498  11.492
H  -2.317  4.736  9.860
H  -2.452  2.573  9.451
H  -1.467  1.937  10.737
H  -0.797  2.818  9.287
H  -0.135  4.270  11.540
H  -0.338  5.086  10.279
C  1.089  4.531  -10.940
O  1.199  3.135  -10.595
C  2.349  2.438  -10.958
C  2.348  0.953  -10.557
C  1.364  0.025  -11.354
N  2.130  0.719  -9.158
H  0.560  5.124  -10.195
H  0.437  4.528  -11.813
H  1.967  5.080  -11.283
H  2.300  2.419  -12.047
H  3.231  2.994  -10.640
H  3.342  0.525  -10.685
H  1.433  -1.041  -11.133
H  1.420  0.074  -12.442
H  0.336  0.373  -11.252
H  2.213  -0.242  -8.858
H  1.147  0.929  -9.057

Computed properties:
* structure (SMILES): COC[C@H](C)N.COC[C@H](C)N.COC[C@H](C)N.COC[C@H](C)N.COC[C@H](C)N.COC[C@H](C)N.COC[C@H](C)N.COC[C@H](C)N.COC[C@H](C)N.COC[C@H](C)N.COC[C@H](C)N
* energy relative to the best compared isomer or geometry (same formula, charge and spin): 194.7 kcal/mol
* strongest force on any atom: 3.86 eV Å⁻¹
* HOMO level: -8.93 eV
* orbital gap: 9.4 eV
* energy: -3178.4780 hartree

These are the Mulliken partial charges, in e, on atoms 1 to 99: -0.804, -0.343, -0.864, 0.736, -1.366, -0.739, 0.326, 0.306, 0.286, 0.398, 0.333, 0.179, 0.335, 0.334, 0.341, 0.283, 0.256, -0.720, -0.343, -0.598, 0.305, -1.347, -0.706, 0.270, 0.253, 0.336, 0.320, 0.349, 0.371, 0.302, 0.322, 0.340, 0.267, 0.279, -0.760, -0.324, -0.771, 0.780, -1.495, -0.654, 0.312, 0.248, 0.309, 0.369, 0.411, 0.090, 0.359, 0.396, 0.327, 0.210, 0.194, -0.800, -0.267, -0.623, 0.324, -1.386, -0.797, 0.304, 0.326, 0.262, 0.271, 0.396, 0.346, 0.314, 0.381, 0.366, 0.311, 0.272, -0.899, -0.311, -0.621, 0.297, -1.397, -0.698, 0.348, 0.302, 0.331, 0.325, 0.364, 0.361, 0.317, 0.362, 0.368, 0.254, 0.297, -0.726, -0.341, -0.738, 0.480, -1.390, -0.785, 0.297, 0.238, 0.287, 0.370, 0.394, 0.387, 0.389, 0.356